Computed, not measured: a cluster of 5 separate species, C36H77BrClN3O18PS5 in total at a distorted geometry, with wB97M-V/def2-TZVPD.

Calculated values
Net charge: +1
Multiplicity: 1
Gap between HOMO and LUMO (eV): 9.12
Max |F| (eV Å⁻¹): 2.9

Last column: Löwdin charge in e.
Positions of all 142 atoms, in Å:
C (-2.65023, -2.82634, 0.43271)  -0.108
C (-3.71713, -3.63060, -0.34640)  -0.235
C (-4.81589, -2.74610, -0.95903)  -0.219
C (-4.62190, -2.44758, -2.44135)  -0.210
C (-3.34213, -1.65095, -2.72271)  -0.194
C (-3.56984, -0.17267, -2.45174)  -0.187
C (-2.25866, 0.61740, -2.25697)  -0.199
C (-2.26131, 1.36809, -0.94101)  -0.217
C (-0.90183, 2.07826, -0.72499)  -0.172
C (-0.06177, 1.55283, 0.44970)  -0.217
C (0.07854, 2.51840, 1.64316)  -0.171
N (-0.45796, 2.02529, 2.93569)  -0.158
C (0.28463, 2.00961, 4.02049)  -0.326
N (1.65475, 2.27532, 3.94516)  0.056
C (2.60597, 1.20083, 3.50790)  -0.188
C (2.25926, 0.28791, 2.35820)  -0.636
C (3.51044, -0.55102, 2.03009)  -0.127
Br (0.84925, -0.98549, 2.85209)  0.821
C (1.96413, 2.60291, 5.36556)  -0.249
C (3.39906, 2.86621, 5.77264)  -0.135
C (3.55977, 3.97027, 6.83089)  -0.136
C (4.63746, 3.62867, 7.86861)  -0.090
C (5.90514, 4.42005, 7.61547)  -0.471
O (5.98784, 5.62390, 7.84319)  0.118
O (6.95203, 3.73195, 7.05114)  0.052
C (1.03613, 1.71259, 6.16726)  -0.734
O (0.87836, 2.33151, 7.40475)  -0.019
S (1.54529, 0.01253, 6.56379)  0.912
N (-0.17075, 1.76951, 5.28334)  0.036
C (-1.20327, 2.67061, 5.84044)  -0.130
C (-1.97215, 2.01639, 6.99034)  -0.063
C (-3.44589, 1.90126, 6.71697)  -0.482
O (-4.10007, 2.71611, 6.10035)  0.110
O (-4.01899, 0.79303, 7.30576)  0.084
P (-2.15723, 1.53693, 2.71439)  0.690
O (-2.36442, 0.72612, 4.09197)  -0.298
Cl (-3.06946, 3.35617, 3.03603)  0.356
H (-1.70012, -2.83131, -0.09166)  0.061
H (-2.51871, -3.21445, 1.43615)  0.057
H (-2.94809, -1.78530, 0.53319)  0.047
H (-3.26550, -4.22217, -1.13514)  0.104
H (-4.16769, -4.31959, 0.35812)  0.093
H (-4.92996, -1.83535, -0.37871)  0.095
H (-5.76087, -3.27780, -0.86150)  0.105
H (-5.46523, -1.84511, -2.76235)  0.091
H (-4.62224, -3.38478, -2.98855)  0.110
H (-3.09810, -1.77729, -3.77542)  0.109
H (-2.53355, -2.03920, -2.11378)  0.092
H (-4.15964, 0.29216, -3.23402)  0.115
H (-4.14367, -0.08815, -1.52994)  0.097
H (-2.11105, 1.31608, -3.07395)  0.120
H (-1.41977, -0.06034, -2.20687)  0.076
H (-3.06943, 2.09568, -0.89140)  0.114
H (-2.45341, 0.65213, -0.14679)  0.062
H (-1.03544, 3.15326, -0.65377)  0.109
H (-0.32598, 1.88707, -1.62185)  0.090
H (0.94127, 1.44472, 0.04443)  0.081
H (-0.37023, 0.56078, 0.75302)  0.064
H (-0.47242, 3.42471, 1.40967)  0.107
H (1.10502, 2.81432, 1.78260)  0.119
H (2.89635, 0.55497, 4.33110)  0.093
H (3.51529, 1.70982, 3.20879)  0.119
H (1.99080, 0.79911, 1.44896)  0.045
H (3.45469, -0.94857, 1.02767)  0.029
H (3.53943, -1.40227, 2.70062)  0.075
H (4.42173, 0.01463, 2.18173)  0.044
H (1.48545, 3.57903, 5.48453)  0.161
H (3.88147, 1.93716, 6.06378)  0.108
H (3.92440, 3.18500, 4.87689)  0.103
H (3.90158, 4.85500, 6.30535)  0.123
H (2.62153, 4.23649, 7.29368)  0.110
H (4.31772, 3.84983, 8.87906)  0.127
H (4.89365, 2.57298, 7.85902)  0.113
H (7.13056, 2.93528, 7.55572)  0.121
H (0.89050, 1.67943, 8.10994)  0.085
H (1.06315, -0.64596, 5.49943)  -0.174
H (-1.92692, 2.93832, 5.08438)  0.024
H (-0.76721, 3.61279, 6.14867)  0.137
H (-1.79341, 2.53274, 7.92519)  0.136
H (-1.59229, 1.00937, 7.12513)  0.120
H (-4.13085, 0.09177, 6.66251)  0.110
H (-3.07994, 0.10077, 3.94340)  0.072
O (0.84896, -0.25082, -2.39261)  -0.276
S (2.27244, -0.22947, -2.55682)  0.573
O (2.92226, 0.92110, -3.09714)  -0.257
O (2.72236, -1.52075, -3.34619)  -0.250
C (2.08464, -1.78279, -4.62546)  -0.238
C (2.62057, -0.89434, -5.72879)  -0.061
C (2.99011, -0.63936, -1.00209)  -0.134
H (1.00311, -1.68748, -4.52355)  0.118
H (2.29782, -2.82324, -4.85113)  0.105
H (2.35141, 0.14913, -5.56903)  0.072
H (2.20840, -1.21120, -6.68641)  0.079
H (3.70785, -0.95045, -5.77325)  0.087
H (2.49671, -1.53055, -0.62199)  0.087
H (2.82647, 0.20184, -0.33124)  0.046
H (4.05573, -0.80804, -1.12945)  0.091
O (-1.03988, -5.17021, -5.68953)  -0.273
S (0.05914, -5.26707, -6.59984)  0.566
O (1.10047, -4.28558, -6.56834)  -0.282
O (-0.50679, -5.37853, -8.07778)  -0.258
C (-1.44977, -4.37715, -8.51816)  -0.245
C (-0.78607, -3.05595, -8.85209)  -0.069
C (0.77324, -6.87102, -6.51082)  -0.116
H (-2.22966, -4.25473, -7.76489)  0.109
H (-1.91560, -4.79845, -9.40606)  0.123
H (-0.37871, -2.57959, -7.96125)  0.065
H (-1.51288, -2.37738, -9.29865)  0.083
H (0.03542, -3.20551, -9.55181)  0.087
H (-0.01930, -7.61112, -6.56822)  0.078
H (1.28993, -6.93823, -5.55630)  0.078
H (1.47809, -6.98532, -7.32956)  0.078
O (5.73934, 1.19600, 1.11122)  -0.297
S (7.00475, 1.00825, 1.76053)  0.576
O (7.16592, -0.02265, 2.73706)  -0.263
O (7.47241, 2.39677, 2.37282)  -0.245
C (6.56341, 3.09417, 3.24853)  -0.224
C (6.50379, 2.48332, 4.63568)  -0.073
C (8.26823, 0.86355, 0.54774)  -0.108
H (5.57537, 3.14041, 2.78633)  0.105
H (6.94532, 4.11082, 3.30307)  0.133
H (6.05436, 1.49030, 4.61443)  0.078
H (5.90884, 3.11582, 5.29607)  0.046
H (7.50406, 2.38077, 5.05326)  0.094
H (8.15671, 1.66729, -0.17414)  0.080
H (8.13975, -0.10300, 0.06610)  0.082
H (9.23347, 0.91150, 1.04382)  0.081
O (-7.19903, -1.81091, -4.68001)  -0.278
S (-6.79738, -1.39778, -5.98983)  0.557
O (-6.24054, -0.09947, -6.20612)  -0.274
O (-8.00565, -1.62970, -6.99187)  -0.262
C (-9.28358, -1.04379, -6.65654)  -0.246
C (-9.32773, 0.44786, -6.92048)  -0.071
C (-5.71162, -2.60320, -6.67119)  -0.118
H (-9.53018, -1.27509, -5.61946)  0.114
H (-10.00502, -1.55860, -7.28693)  0.122
H (-8.66672, 0.99074, -6.24657)  0.071
H (-10.34192, 0.81992, -6.77602)  0.083
H (-9.01156, 0.66652, -7.93988)  0.085
H (-6.14836, -3.58807, -6.53361)  0.078
H (-4.76985, -2.52448, -6.13181)  0.067
H (-5.56310, -2.38270, -7.72468)  0.075